# 1
A structure of composition C2H8NOPS2 at a distorted geometry. Source: the Open Molecules 2025 dataset; level of theory: ωB97M-V with the def2-TZVPD basis set.

Geometry as XYZ:
```
15
Properties=species:S:1:pos:R:3:nbo_charge:R:1
C 1.3282 1.5159 0.3883 -0.275
C 0.6035 -1.3311 -1.6003 -0.722
N -2.1819 0.4100 1.2987 -1.130
O 0.2169 0.9657 0.9822 -0.819
P -1.1973 1.2783 0.2050 1.529
S -1.3740 3.1438 -0.2473 -0.494
S -0.7460 -0.1472 -2.0465 -0.147
H 0.9997 2.3902 -0.3183 0.211
H 1.7617 0.6456 -0.1434 0.185
H 2.0315 1.8858 1.1139 0.195
H 0.6731 -1.5066 -0.5938 0.219
H 1.5062 -1.1451 -2.0977 0.212
H 0.0774 -2.1641 -2.0581 0.228
H -1.6777 0.5853 2.1276 0.399
H -3.1373 0.7963 1.3020 0.409
```

net charge	0
energy above the lowest of the compared OMol25 structures with the same formula, charge and spin	47.40	kcal per mole
HOMO	-8.581	eV
calculated total energy	-1348.70990	hartree

***

# 2
A cluster of 2 separate species, C2H8NOS in total at a distorted geometry. Source: the Open Molecules 2025 dataset; level of theory: ωB97M-V with the def2-TZVPD basis set.

Geometry as XYZ:
```
13
Properties=species:S:1:pos:R:3:nbo_charge:R:1
C -0.2630 -0.0869 -2.1549 -0.762
S 0.6189 1.2693 -1.2566 -0.713
H -0.9257 -0.4320 -1.3936 0.197
H -0.4826 0.3140 -3.1830 0.201
H 0.5436 -0.8785 -2.2291 0.178
N 0.0778 -1.9006 1.5512 -0.905
C -0.8035 -0.7000 1.6113 0.118
O -0.0863 0.4657 1.6007 -0.781
H 0.7962 -1.7355 0.8374 0.386
H -0.5470 -2.6367 1.5851 0.345
H -1.4820 -0.7375 0.7616 0.119
H -1.3835 -0.6752 2.6118 0.126
H 0.1229 0.7738 0.7128 0.491
```

net charge	-1
energy above the lowest of the compared OMol25 structures with the same formula, charge and spin	30.54	kcal per mole
HOMO	-2.549	eV
calculated total energy	-609.17530	hartree

***

# 3
A cluster of 2 separate species, C2H8NOS in total at a distorted geometry. Source: the Open Molecules 2025 dataset; level of theory: ωB97M-V with the def2-TZVPD basis set.

Geometry as XYZ:
```
13
Properties=species:S:1:pos:R:3:nbo_charge:R:1
C 0.1705 2.1101 0.9606 -0.737
S -1.5271 1.4027 0.8348 -0.746
H 0.8608 1.4226 1.4638 0.167
H 0.5403 2.3497 -0.0328 0.179
H 0.1445 3.0106 1.5765 0.178
N -0.2424 -1.7157 0.3342 -0.875
C 0.4539 -1.5262 -0.8976 0.094
O -0.2791 -0.7584 -1.8634 -0.784
H -0.2193 -0.8115 0.7985 0.394
H -1.2130 -1.9721 0.2304 0.358
H 1.3666 -0.9647 -0.6766 0.140
H 0.6807 -2.4802 -1.3794 0.137
H -0.7364 -0.0668 -1.3489 0.495
```

net charge	-1
energy above the lowest of the compared OMol25 structures with the same formula, charge and spin	9.12	kcal per mole
HOMO	-2.672	eV
calculated total energy	-609.20944	hartree

***

# 4
A cluster of 2 separate species, C2H8NOS in total at a distorted geometry. Source: the Open Molecules 2025 dataset; level of theory: ωB97M-V with the def2-TZVPD basis set.

Geometry as XYZ:
```
13
Properties=species:S:1:pos:R:3:nbo_charge:R:1
C 0.5639 2.3438 1.5656 -0.784
S 0.9086 0.6156 2.1387 0.128
H 1.3710 3.0413 1.8568 0.239
H -0.2716 2.7581 2.1324 0.244
H 0.4252 2.3768 0.4855 0.232
N -1.2723 -2.1174 -0.9959 -0.828
C -0.0957 -1.4056 -1.5310 0.096
O 0.6319 -0.4659 -0.7356 -0.824
H -1.8884 -1.3868 -0.6535 0.349
H -0.9424 -2.6777 -0.2160 0.349
H -0.5145 -0.6946 -2.2646 0.156
H 0.5279 -2.1695 -1.9887 0.162
H 0.5564 -0.2182 0.2064 0.480
```

net charge	0
energy above the lowest of the compared OMol25 structures with the same formula, charge and spin	19.81	kcal per mole
HOMO (spin up / spin down)	-9.728 / -9.497	eV
calculated total energy	-609.09613	hartree
multiplicity	2
expectation value of S²	0.753

***

# 5
A cluster of 2 separate species, C2H8NOS in total at a distorted geometry. Source: the Open Molecules 2025 dataset; level of theory: ωB97M-V with the def2-TZVPD basis set.

Geometry as XYZ:
```
13
Properties=species:S:1:pos:R:3:nbo_charge:R:1
C 1.3083 -0.2853 -1.2628 -0.872
C -1.1758 -0.4164 0.1669 -0.821
N -0.0397 1.6564 1.5458 -0.647
O 0.3588 -2.4826 -0.1249 -0.682
S 0.4783 -1.1138 0.0377 1.642
H 1.3169 0.8848 -1.2277 0.320
H 0.7005 -0.5971 -2.1121 0.278
H 2.2798 -0.7893 -1.2814 0.291
H -1.7515 -1.0454 0.9470 0.293
H -1.6828 -0.5017 -0.7313 0.263
H -1.1026 0.6036 0.3243 0.270
H 0.2812 2.6247 1.7210 0.342
H -0.9715 1.4621 1.9975 0.321
```

net charge	+1
energy above the lowest of the compared OMol25 structures with the same formula, charge and spin	138.74	kcal per mole
HOMO (spin up / spin down)	-15.360 / -15.776	eV
calculated total energy	-608.72415	hartree

***

# 6
A cluster of 2 separate species, C2H8NPS in total at a distorted geometry. Source: the Open Molecules 2025 dataset; level of theory: ωB97M-V with the def2-TZVPD basis set.

Geometry as XYZ:
```
13
Properties=species:S:1:pos:R:3:nbo_charge:R:1
C -0.8294 -0.4974 -1.0963 -0.446
C -1.1465 0.6940 0.9323 -0.454
N -0.3171 0.5168 -0.2177 -0.437
P 1.7876 -0.2605 0.9026 0.364
S 3.1515 0.0331 -0.6339 -0.272
H -1.2573 -1.2713 -0.4656 0.170
H -1.6245 -0.0674 -1.6201 0.200
H -0.0766 -0.7989 -1.8733 0.208
H -0.6289 0.6425 1.8646 0.207
H -1.6813 1.7077 0.9127 0.211
H -1.8713 -0.3053 1.0050 0.144
H 1.8352 -1.6931 0.9038 -0.053
H 2.6584 1.2997 -0.6141 0.159
```

net charge	0
energy above the lowest of the compared OMol25 structures with the same formula, charge and spin	65.93	kcal per mole
HOMO (spin up / spin down)	-7.656 / -8.424	eV
calculated total energy	-875.17083	hartree

***

calculated total energy of number 2 (C2H8NOS)?
-609.17530 hartree

***

Number 2 is which compound?
C2H8NOS